21
Properties=species:S:1:pos:R:3 method="wB97M-V/def2-TZVPD" de_lowest_ev=2.330 homo_ha="-0.2568 / -0.2568" max_force_ev_per_a=4.0 total_charge=0
C 2.9856 -0.2421 0.6611
C 2.0758 0.5411 -0.0170
C 2.6403 -1.6813 0.4106
C 1.3036 -1.6310 -0.3523
N 1.0879 -0.2099 -0.5645
N -3.8739 -0.9226 0.3489
N -1.7571 2.7868 -1.6087
O -1.4298 0.3839 2.1132
P -1.2148 0.6596 0.6768
S -3.0484 0.2383 -0.5092
S -1.0199 2.8289 -0.0476
H 3.9576 0.1001 1.0363
H 1.9246 1.6628 -0.0423
H 3.4948 -2.1233 -0.2238
H 2.6478 -2.1772 1.3288
H 1.1822 -2.1009 -1.2845
H 0.5753 -2.0899 0.3112
H -3.3554 -1.8178 0.3770
H -4.4486 -0.7849 1.1868
H -1.1165 3.3519 -2.2908
H -2.6110 3.2277 -1.5099